# 1
Computed, not measured: C25H20AsBrClHgN2O11S as an isolated structure, with ωB97M-V/def2-TZVPD.

Element x y z (Å)
Hg 1.433 -0.601 0.624
O -1.774 -3.428 1.151
C -1.298 -2.504 0.298
O -0.543 -2.763 -0.602
C -1.820 -1.132 0.602
C -3.119 -0.933 1.008
C -3.514 0.398 1.323
C -2.595 1.400 1.260
C -1.271 1.121 0.830
N -0.913 -0.163 0.460
C -0.213 2.071 0.841
O -0.500 3.295 1.378
O 0.937 1.840 0.438
H -1.203 -4.206 1.056
H -3.788 -1.775 1.117
H -4.522 0.603 1.664
H -2.840 2.410 1.559
H 0.329 3.535 1.832
O 3.631 -2.172 -4.998
C 3.150 -1.543 -3.864
C 1.843 -1.320 -3.649
C 1.457 -0.510 -2.438
N 2.380 -0.749 -1.319
C 3.642 -0.945 -1.632
Br 4.859 -0.901 -0.155
C 4.142 -1.215 -2.883
H 2.879 -2.297 -5.586
H 1.080 -1.698 -4.322
H 0.467 -0.816 -2.092
H 5.192 -1.380 -3.062
O 2.468 -2.124 4.277
As 0.900 -2.391 3.541
O 0.228 -3.727 4.193
O 1.100 -2.418 1.880
C -0.226 -0.855 4.021
C -1.531 -1.250 4.326
C -2.501 -0.323 4.670
C -2.179 1.026 4.716
C -0.891 1.434 4.416
C 0.084 0.504 4.073
S 1.734 1.154 3.793
O 2.432 1.017 5.055
O 1.543 2.526 3.352
O 2.308 0.266 2.757
H 2.832 -1.297 3.920
H -1.763 -2.308 4.294
H -3.509 -0.657 4.888
H -2.931 1.765 4.969
H -0.625 2.483 4.424
Cl -3.357 2.088 -6.266
C -1.963 1.794 -5.244
C -0.702 1.785 -5.808
C 0.397 1.548 -4.991
C 0.252 1.328 -3.625
C 1.410 1.008 -2.733
C -1.038 1.344 -3.089
C -2.147 1.575 -3.888
H -0.581 1.958 -6.869
H 1.391 1.528 -5.422
H 1.310 1.537 -1.784
H 2.360 1.292 -3.196
H -1.169 1.173 -2.024
H -3.143 1.589 -3.465

## Properties
Charge: -2
E_LUMO (spin up / spin down) (eV): 3.8 / 3.8
Strongest force on any atom (hartree/bohr): 0.0073
Multiplicity: 2
Highest occupied orbital energy (spin up / spin down) (eV): -0.80 / -2.16
Energy above the lowest of the compared OMol25 structures with the same formula, charge and spin (kcal/mol): 0.00
Kohn-Sham gap (spin up / spin down) (eV): 4.6136 / 5.9753
Expectation value of S²: 0.763
Calculated total energy (Eh): -7723.56842

***

# 2
Computed, not measured: C25H20AsCl5CoN3OS4Sb as an isolated structure, with ωB97M-V/def2-TZVPD.

Element x y z (Å)
Co -0.740 -0.221 -0.031
S 1.143 2.710 3.246
Sb -0.355 1.004 3.644
S 0.100 -0.754 2.024
S -1.779 1.674 0.473
S -2.453 1.629 2.445
Cl -0.977 -3.444 -6.347
C -0.564 -2.893 -4.754
C -1.029 -1.666 -4.284
Cl -2.025 -0.674 -5.297
C -0.701 -1.233 -3.017
Cl -1.267 0.287 -2.400
C 0.113 -1.982 -2.122
O 0.429 -1.575 -0.964
C 0.564 -3.230 -2.639
Cl 1.543 -4.186 -1.584
C 0.235 -3.665 -3.910
Cl 0.819 -5.200 -4.470
N -4.274 -7.283 6.551
C -4.134 -6.516 5.705
C -3.968 -5.551 4.640
C -2.732 -4.946 4.428
C -2.575 -4.023 3.412
C -3.657 -3.715 2.586
C -4.897 -4.308 2.807
C -5.051 -5.222 3.833
N -3.487 -2.787 1.555
C -4.433 -1.921 1.003
C -3.760 -1.165 0.107
N -2.437 -1.560 0.059
C -2.307 -2.517 0.923
H -1.897 -5.180 5.075
H -1.634 -3.503 3.287
H -5.733 -4.070 2.163
H -6.010 -5.691 4.004
H -5.438 -1.857 1.376
H -4.102 -0.315 -0.459
H -1.379 -3.011 1.153
C 2.216 1.490 -0.085
As 2.280 2.142 -1.915
C 0.954 3.565 -1.679
C 3.986 3.172 -1.687
C 3.898 4.392 -0.828
C 3.925 4.299 0.564
C 3.735 5.419 1.360
C 3.545 6.666 0.780
C 3.534 6.778 -0.605
C 3.701 5.651 -1.396
H 3.072 0.843 0.117
H 1.325 0.900 0.109
H 2.176 2.303 0.640
H 0.734 4.059 -2.626
H 1.280 4.297 -0.940
H 0.050 3.089 -1.295
H 4.363 3.417 -2.681
H 4.649 2.428 -1.242
H 4.050 3.332 1.033
H 3.707 5.303 2.435
H 3.384 7.538 1.401
H 3.375 7.744 -1.071
H 3.664 5.740 -2.477

## Properties
Charge: -2
E_LUMO (spin up / spin down) (eV): 3.6 / 3.6
Strongest force on any atom (hartree/bohr): 0.0089
Multiplicity: 2
Highest occupied orbital energy (spin up / spin down) (eV): -1.19 / -1.20
Energy above the lowest of the compared OMol25 structures with the same formula, charge and spin (kcal/mol): 16.57
Kohn-Sham gap (spin up / spin down) (eV): 4.8104 / 4.8223
Expectation value of S²: 0.943
Calculated total energy (Eh): -8956.85239

***

# 3
Computed, not measured: C25H20ClF3IrN10O4S as an isolated structure at a distorted geometry, with ωB97M-V/def2-TZVPD.

Element x y z (Å)
Ir -0.293 -0.664 -0.181
Cl 4.232 -6.193 -0.898
C 2.959 -5.102 -0.511
C 1.630 -5.600 -0.411
C 0.585 -4.773 -0.130
C 0.787 -3.387 0.052
O -0.242 -2.639 0.266
C 2.137 -2.889 0.013
C 2.472 -1.569 0.241
N 1.661 -0.577 0.658
C 2.277 0.568 1.114
C 3.578 0.563 1.668
C 4.174 1.715 2.115
C 3.518 2.961 2.039
C 2.237 3.029 1.569
C 1.543 4.306 1.343
C 0.270 4.397 0.951
C -0.519 3.137 0.874
N 0.329 1.961 0.776
C 1.599 1.820 1.148
C 3.204 -3.789 -0.301
H 1.458 -6.654 -0.584
H -0.430 -5.141 -0.086
H 3.516 -1.324 0.072
H 4.110 -0.371 1.765
H 5.178 1.667 2.513
H 4.030 3.866 2.340
H 2.126 5.206 1.493
H -0.227 5.344 0.797
H -1.197 3.045 1.733
H 4.220 -3.420 -0.354
N -2.409 -0.971 3.324
C -1.242 -0.665 3.989
C -0.322 -0.367 3.035
N -0.924 -0.473 1.804
C -2.174 -0.855 2.010
C -2.996 -1.066 0.849
N -2.407 -0.880 -0.313
C -3.325 -1.158 -1.291
C -4.500 -1.495 -0.686
N -4.276 -1.429 0.671
H -3.267 -1.263 3.765
H -1.167 -0.689 5.062
H 0.708 -0.083 3.155
H -3.066 -1.115 -2.332
H -5.453 -1.780 -1.095
H -4.953 -1.650 1.383
F 0.351 0.241 -4.723
C 0.775 -1.017 -4.576
F 2.049 -1.092 -4.934
F 0.048 -1.814 -5.346
S 0.606 -1.528 -2.820
O -0.821 -1.397 -2.512
O 1.149 -2.849 -2.740
O 1.321 -0.487 -2.061
N -1.884 4.695 -2.013
C -2.715 3.717 -1.624
N -4.018 3.845 -1.860
N -2.284 2.611 -1.039
C -1.219 2.451 -0.330
N -0.399 1.391 -0.256
H -2.196 5.437 -2.618
H -0.890 4.547 -1.956
H -4.392 4.608 -2.397
H -4.633 3.090 -1.609

## Properties
Charge: +2
E_LUMO (spin up / spin down) (eV): -5.8 / -8.0
Strongest force on any atom (hartree/bohr): 0.0854
Multiplicity: 2
Highest occupied orbital energy (spin up / spin down) (eV): -12.71 / -12.61
Kohn-Sham gap (spin up / spin down) (eV): 6.8796 / 4.6105
Expectation value of S²: 0.796
Calculated total energy (Eh): -3075.00563

***

# 4
Computed, not measured: C25H20ClNO4S5Tc as an isolated structure at a distorted geometry, with ωB97M-V/def2-TZVPD.

Element x y z (Å)
Tc -0.282 -0.244 -0.198
S -1.851 -1.889 -0.821
C -2.030 -1.623 -2.551
C -2.664 -2.596 -3.329
C -2.794 -2.440 -4.699
C -2.294 -1.309 -5.337
C -1.675 -0.328 -4.584
C -1.567 -0.481 -3.205
S -0.779 0.822 -2.283
C -2.248 1.745 -1.682
C -2.430 1.796 -0.188
C -3.292 2.733 0.354
C -3.566 2.703 1.707
C -3.006 1.697 2.474
C -2.141 0.797 1.884
C -1.601 -0.370 2.661
S -0.014 -1.018 2.045
C 1.102 0.145 2.805
C 1.416 -0.042 4.149
C 2.311 0.805 4.777
C 2.908 1.825 4.044
C 2.595 2.007 2.708
C 1.676 1.173 2.062
S 1.267 1.508 0.385
N -1.813 0.886 0.582
H -3.026 -3.492 -2.839
H -3.277 -3.216 -5.280
H -2.383 -1.197 -6.409
H -1.268 0.559 -5.055
H -3.114 1.248 -2.121
H -2.183 2.754 -2.084
H -3.744 3.475 -0.291
H -4.224 3.437 2.152
H -3.243 1.596 3.524
H -2.289 -1.212 2.551
H -1.496 -0.131 3.717
H 0.955 -0.859 4.696
H 2.550 0.663 5.824
H 3.624 2.484 4.521
H 3.063 2.797 2.132
O 3.057 -2.792 -1.393
Cl 1.682 -2.722 -1.039
O 0.855 -3.447 -1.950
O 1.459 -3.119 0.322
O 1.319 -1.243 -1.147
S 3.655 1.134 -1.322
C 4.901 0.108 -0.673
C 5.345 0.253 0.648
C 6.384 -0.528 1.129
C 7.002 -1.458 0.300
C 6.556 -1.623 -1.004
C 5.507 -0.857 -1.488
H 4.867 0.983 1.288
H 6.717 -0.409 2.153
H 7.822 -2.057 0.675
H 7.013 -2.367 -1.646
H 5.141 -1.000 -2.496

## Properties
Charge: 0
E_LUMO (spin up / spin down) (eV): -1.5 / -1.6
Strongest force on any atom (hartree/bohr): 0.0265
Multiplicity: 2
Highest occupied orbital energy (spin up / spin down) (eV): -7.26 / -7.50
Energy above the lowest of the compared OMol25 structures with the same formula, charge and spin (kcal/mol): 30.57
Kohn-Sham gap (spin up / spin down) (eV): 5.7868 / 5.9206
Expectation value of S²: 1.178
Calculated total energy (Eh): -3852.09613

***

Copy entry 4 word for word.
Computed, not measured: C25H20ClNO4S5Tc as an isolated structure at a distorted geometry, with ωB97M-V/def2-TZVPD.

Element x y z (Å)
Tc -0.282 -0.244 -0.198
S -1.851 -1.889 -0.821
C -2.030 -1.623 -2.551
C -2.664 -2.596 -3.329
C -2.794 -2.440 -4.699
C -2.294 -1.309 -5.337
C -1.675 -0.328 -4.584
C -1.567 -0.481 -3.205
S -0.779 0.822 -2.283
C -2.248 1.745 -1.682
C -2.430 1.796 -0.188
C -3.292 2.733 0.354
C -3.566 2.703 1.707
C -3.006 1.697 2.474
C -2.141 0.797 1.884
C -1.601 -0.370 2.661
S -0.014 -1.018 2.045
C 1.102 0.145 2.805
C 1.416 -0.042 4.149
C 2.311 0.805 4.777
C 2.908 1.825 4.044
C 2.595 2.007 2.708
C 1.676 1.173 2.062
S 1.267 1.508 0.385
N -1.813 0.886 0.582
H -3.026 -3.492 -2.839
H -3.277 -3.216 -5.280
H -2.383 -1.197 -6.409
H -1.268 0.559 -5.055
H -3.114 1.248 -2.121
H -2.183 2.754 -2.084
H -3.744 3.475 -0.291
H -4.224 3.437 2.152
H -3.243 1.596 3.524
H -2.289 -1.212 2.551
H -1.496 -0.131 3.717
H 0.955 -0.859 4.696
H 2.550 0.663 5.824
H 3.624 2.484 4.521
H 3.063 2.797 2.132
O 3.057 -2.792 -1.393
Cl 1.682 -2.722 -1.039
O 0.855 -3.447 -1.950
O 1.459 -3.119 0.322
O 1.319 -1.243 -1.147
S 3.655 1.134 -1.322
C 4.901 0.108 -0.673
C 5.345 0.253 0.648
C 6.384 -0.528 1.129
C 7.002 -1.458 0.300
C 6.556 -1.623 -1.004
C 5.507 -0.857 -1.488
H 4.867 0.983 1.288
H 6.717 -0.409 2.153
H 7.822 -2.057 0.675
H 7.013 -2.367 -1.646
H 5.141 -1.000 -2.496

## Properties
Charge: 0
E_LUMO (spin up / spin down) (eV): -1.5 / -1.6
Strongest force on any atom (hartree/bohr): 0.0265
Multiplicity: 2
Highest occupied orbital energy (spin up / spin down) (eV): -7.26 / -7.50
Energy above the lowest of the compared OMol25 structures with the same formula, charge and spin (kcal/mol): 30.57
Kohn-Sham gap (spin up / spin down) (eV): 5.7868 / 5.9206
Expectation value of S²: 1.178
Calculated total energy (Eh): -3852.09613